Formula: C32H32N2O5
Source: OMol25
Level of theory: ωB97M-V/def2-TZVPD

```
! RIJCOSX wB97M-V def2-TZVPD def2/J DEFGRID3
* xyz 0 1
N 6.1589 6.4173 -0.5404
C -2.7134 -5.1320 4.7254
H 0.2906 7.1435 -0.6205
H 0.7159 5.5739 0.0697
H -0.1929 3.0281 -1.1777
C 3.9301 2.2923 -1.5252
H 0.8031 -0.9858 2.5869
C -0.8826 -3.0819 0.3396
C -4.0387 -4.6311 2.3268
H -1.5796 -6.5669 3.6157
H -2.1914 -5.3170 5.6527
H -1.0126 4.0665 -2.3596
C -0.0425 -4.3531 0.1885
H -5.8083 -4.5231 1.1313
H -0.2247 -4.9918 1.0493
H -5.0070 -2.1935 1.2831
C -0.7039 -2.2228 -0.9102
H 0.0080 -0.6057 -2.8384
H -0.8274 5.7866 -0.7641
C 4.8056 3.3574 -1.4805
H 1.0132 -4.0960 0.1410
H 1.4156 0.9244 -3.9579
C -3.1000 -2.4688 0.4412
C -0.5048 -2.4244 1.6870
O -0.9801 -2.8752 2.7135
H -0.8593 6.0620 -3.3061
C 2.6149 3.2900 0.2239
C -3.7257 -4.1905 4.6733
H -0.3350 -4.8731 -0.7209
C 4.5763 4.4056 -0.5892
H 4.1235 1.4704 -2.1996
H 1.7616 3.2523 0.8844
C 0.4340 -1.3463 1.6386
H 2.1206 0.7404 1.3416
H 0.6652 6.0098 -4.2003
H 5.6671 3.3873 -2.1309
H -0.8803 1.7269 -3.1559
C -0.0110 2.3808 -3.2380
C 1.2848 1.5760 -3.0896
H -5.0149 -2.7262 -0.3945
O -1.2608 -2.5182 -1.9486
H 2.1102 2.2841 -3.0408
C -2.3701 -5.8303 3.5822
H -2.7526 -6.1223 1.4989
C 0.2067 -1.0849 -0.7927
C -0.1092 3.4791 -2.1773
C 0.2229 6.0688 -0.7628
C 3.4821 4.3608 0.2747
C -4.7350 -4.3394 1.0239
O -2.2550 -3.4877 0.4005
C -3.0300 -5.5814 2.3927
C 0.7586 -0.7032 0.4820
C 1.6294 0.4339 0.4309
C -4.5434 -2.8872 0.5793
H 3.3213 5.1688 0.9731
O 1.0556 4.2824 -2.2364
N 1.2682 0.7517 -1.8973
C -4.3849 -3.9447 3.4832
H -4.3508 -5.0052 0.2500
C 0.8992 5.6856 -2.0791
H -0.0094 2.8426 -4.2261
H -5.1758 -3.2077 3.4540
H 0.2686 7.4118 -3.2004
C 0.4631 -0.3318 -1.8969
O -2.7413 -1.3156 0.3499
H -3.9996 -3.6407 5.5625
C 1.8736 1.1232 -0.7129
C 0.1941 6.3309 -3.2745
C 5.4535 5.5141 -0.5600
H 1.9399 6.0331 -2.0575
C 2.8142 2.2576 -0.6898
*
```

Computed properties:
HOMO-LUMO gap (eV): 7.21
LUMO level (eV): -0.5
SMILES: CC(C)OCCCN1C=C2C(=O)[C@](C)(OC(=O)CCc3ccccc3)C(=O)C=C2C=C1c1ccc(C#N)cc1
Largest force on an atom (eV/Å): 0.9
Electronic energy (Eh): -1724.32312
ΔE to the lowest compared entry with this formula, charge and spin (eV): 0.2626
E_HOMO (eV): -7.724